[1]
DFT (ωB97M-V/def2-TZVPD) results for a cluster of 6 separate species, C35H71FI2NO12 in total in a non-equilibrium geometry.

Properties
HOMO-LUMO gap = 6.04 eV

```
! wB97M-V def2-TZVPD RIJCOSX def2/J DEFGRID3
* xyz 1 1
C -5.838 -3.073 5.530
C -6.060 -3.941 4.235
O -7.193 -4.282 3.998
O -5.011 -4.311 3.386
C -5.144 -3.707 2.081
C -4.270 -4.524 1.039
C -3.328 -3.592 0.155
C -4.141 -2.989 -1.065
C -3.224 -2.326 -2.166
N -2.548 -1.074 -1.732
C -3.009 -0.300 -0.673
C -2.373 0.955 -0.271
I -3.184 2.125 1.363
C -1.177 1.421 -1.021
F -0.570 2.583 -0.680
C -0.720 0.575 -2.142
C -1.434 -0.672 -2.475
C -0.884 -1.466 -3.706
C -0.067 -2.770 -3.333
C 0.842 -2.634 -2.037
I 1.281 -3.188 -5.024
H -5.908 -3.684 6.470
H -4.838 -2.549 5.524
H -6.616 -2.269 5.609
H -4.830 -2.625 2.122
H -6.223 -3.779 1.749
H -3.691 -5.298 1.613
H -5.000 -5.071 0.371
H -2.468 -4.245 -0.167
H -2.927 -2.745 0.773
H -4.920 -2.277 -0.688
H -4.697 -3.839 -1.558
H -2.515 -3.123 -2.513
H -3.892 -2.039 -3.033
H -3.917 -0.583 -0.083
H 0.158 0.946 -2.724
H -1.738 -1.700 -4.409
H -0.202 -0.782 -4.280
H -0.711 -3.688 -3.250
H 1.027 -1.576 -1.714
H 0.409 -3.271 -1.209
H 1.833 -3.119 -2.273
C -3.432 7.153 2.951
O -3.404 7.847 1.714
C -2.169 8.526 1.498
C -1.264 7.747 0.560
O -0.835 6.518 1.146
C -1.573 5.409 0.669
H -4.266 6.450 2.927
H -2.511 6.592 3.127
H -3.592 7.860 3.771
H -1.667 8.733 2.448
H -2.411 9.488 1.034
H -0.363 8.339 0.370
H -1.756 7.567 -0.402
H -1.225 5.136 -0.334
H -2.647 5.616 0.643
H -1.397 4.569 1.341
C 2.311 6.113 -1.094
O 2.222 6.863 -2.289
C 3.315 6.603 -3.149
C 2.913 5.632 -4.252
O 2.607 4.328 -3.735
C 1.205 4.089 -3.616
H 1.333 6.131 -0.610
H 2.583 5.072 -1.282
H 3.045 6.569 -0.423
H 4.176 6.228 -2.588
H 3.603 7.556 -3.605
H 3.761 5.511 -4.932
H 2.071 6.024 -4.830
H 0.788 3.876 -4.607
H 0.677 4.936 -3.172
H 1.058 3.215 -2.978
C -1.245 11.691 3.763
O -0.147 10.973 3.219
C 0.705 11.801 2.432
C 1.947 12.216 3.205
O 1.619 13.069 4.296
C 1.592 12.380 5.537
H -1.687 11.086 4.556
H -0.938 12.648 4.190
H -2.000 11.860 2.988
H 0.163 12.676 2.061
H 1.015 11.207 1.565
H 2.599 12.789 2.538
H 2.506 11.340 3.550
H 2.615 12.207 5.886
H 1.064 11.426 5.465
H 1.075 13.008 6.263
C 5.096 -6.769 1.328
O 4.490 -7.595 0.344
C 3.110 -7.300 0.157
C 2.889 -6.445 -1.081
O 3.459 -5.147 -0.928
C 4.713 -5.027 -1.586
H 6.178 -6.855 1.223
H 4.819 -5.720 1.209
H 4.812 -7.113 2.327
H 2.691 -6.820 1.047
H 2.595 -8.257 0.019
H 1.811 -6.305 -1.220
H 3.282 -6.939 -1.974
H 4.554 -4.912 -2.664
H 5.358 -5.889 -1.402
H 5.212 -4.135 -1.207
C 2.443 -11.920 0.310
O 2.363 -11.144 -0.877
C 3.473 -11.364 -1.744
C 3.114 -12.308 -2.880
O 2.840 -13.619 -2.400
C 1.448 -13.884 -2.304
H 1.460 -11.918 0.783
H 2.725 -12.955 0.104
H 3.166 -11.473 0.999
H 4.336 -11.735 -1.183
H 3.744 -10.391 -2.168
H 3.973 -12.388 -3.553
H 2.269 -11.921 -3.459
H 1.040 -14.085 -3.299
H 0.904 -13.055 -1.846
H 1.315 -14.771 -1.683
*
```



[2]
DFT (ωB97M-V/def2-TZVPD) results for a structure of composition C35H38AsF3N3O13PS2Ti in a non-equilibrium geometry.

Properties
HOMO-LUMO gap = 6.47 eV

```
! wB97M-V def2-TZVPD RIJCOSX def2/J DEFGRID3
* xyz -2 1
Ti 0.269 -0.520 0.765
C 2.761 -1.430 3.803
O 2.931 -2.792 3.461
C 1.847 -3.490 2.980
C 1.958 -4.865 3.092
C 0.934 -5.708 2.685
C -0.231 -5.161 2.191
C -0.383 -3.780 2.069
C -1.607 -3.203 1.554
N -1.775 -1.951 1.714
N -2.835 -1.229 1.329
C -2.502 0.017 1.082
O -1.283 0.426 0.992
C -3.611 0.980 0.955
C -3.345 2.349 0.967
C -4.392 3.254 0.932
C -5.704 2.812 0.875
C -5.971 1.451 0.838
C -4.933 0.539 0.878
C 0.686 -2.892 2.405
O 0.603 -1.609 2.213
H 3.556 -1.204 4.519
H 1.790 -1.255 4.270
H 2.857 -0.789 2.920
H 2.874 -5.264 3.504
H 1.045 -6.779 2.783
H -1.058 -5.803 1.913
H -2.304 -3.851 0.999
H -2.315 2.672 0.990
H -4.184 4.315 0.945
H -6.520 3.525 0.856
H -6.996 1.105 0.771
H -5.124 -0.523 0.852
F 1.123 4.402 5.362
C 0.514 3.241 4.969
F 0.617 2.450 6.056
F -0.779 3.571 4.856
C 1.141 2.670 3.742
C 2.229 3.288 3.176
C 2.864 2.681 2.096
C 2.333 1.498 1.607
N 1.242 0.924 2.084
C 0.625 1.450 3.187
S -0.607 0.603 3.914
H 2.605 4.218 3.581
H 3.733 3.120 1.636
H 2.837 0.974 0.798
O 4.272 -2.207 -0.470
As 2.657 -1.531 -1.205
O 3.371 -0.451 -2.168
O 1.925 -1.347 0.257
C 2.062 -3.331 -1.768
C 2.880 -4.450 -1.815
C 2.316 -5.711 -1.946
C 0.938 -5.862 -1.996
C 0.121 -4.743 -1.931
C 0.695 -3.492 -1.820
S -0.230 -1.961 -1.865
O 0.694 -1.050 -2.493
O -1.408 -2.256 -2.656
O -0.565 -1.680 -0.466
H 4.071 -2.283 0.468
H 3.951 -4.304 -1.745
H 2.956 -6.582 -2.008
H 0.508 -6.851 -2.092
H -0.955 -4.814 -1.977
C 1.143 4.591 -2.397
C 1.605 3.135 -2.570
C 2.668 2.833 -1.520
C 2.187 2.872 -3.964
O 0.477 2.278 -2.477
P -0.122 1.727 -1.072
O -0.436 2.860 -0.170
O 0.825 0.681 -0.525
O -1.382 0.884 -1.617
C -2.234 1.219 -2.708
C -2.740 2.654 -2.554
C -1.511 1.033 -4.049
C -3.415 0.243 -2.637
H 2.000 5.262 -2.452
H 0.665 4.683 -1.425
H 0.426 4.873 -3.166
H 3.545 3.462 -1.686
H 2.957 1.785 -1.589
H 2.253 3.029 -0.535
H 3.023 3.539 -4.167
H 1.418 3.017 -4.720
H 2.526 1.838 -3.995
H -1.893 3.335 -2.538
H -3.268 2.757 -1.608
H -3.410 2.907 -3.376
H -0.948 1.924 -4.304
H -2.231 0.814 -4.837
H -0.819 0.201 -3.956
H -3.892 0.300 -1.662
H -3.045 -0.769 -2.787
H -4.145 0.498 -3.405
*
```



[3]
DFT (ωB97M-V/def2-TZVPD) results for the ion C6H9O3P with charge -2 in a non-equilibrium geometry.

Properties
HOMO-LUMO gap (spin up / spin down) = 5.37 / 5.37 eV

```
! wB97M-V def2-TZVPD RIJCOSX def2/J DEFGRID3
* xyz -2 1
C 1.265 -1.238 -0.105
C 1.287 0.001 -0.956
C -0.049 -1.154 0.636
C 1.087 2.019 0.583
C 0.296 1.069 -0.313
C -0.675 0.054 0.222
O -3.075 -0.991 1.019
O -3.252 1.314 -0.142
O -1.903 -0.528 -1.261
P -2.501 0.022 0.050
H 1.437 -2.174 -0.679
H 2.007 -1.267 0.748
H 2.261 0.443 -1.330
H 0.679 -0.277 -1.937
H -0.851 -1.886 0.350
H 0.154 -1.439 1.583
H 1.494 1.619 1.548
H 0.457 2.873 1.111
H -0.118 1.542 -1.127
*
```



[4]
DFT (ωB97M-V/def2-TZVPD) results for a cluster of 2 separate species, CH2N2O4 in total in a non-equilibrium geometry.

Properties
HOMO-LUMO gap = 10.52 eV
SMILES string = O=C=O.O=NNO

```
! wB97M-V def2-TZVPD RIJCOSX def2/J DEFGRID3
* xyz 0 1
C -0.914 1.112 -1.481
N 0.800 -0.528 0.168
N 0.647 -1.640 0.851
O -1.851 1.217 -0.847
O 0.018 0.884 -2.093
O -0.080 -1.554 1.846
O 0.348 0.661 0.759
H 1.138 -0.673 -0.744
H -0.105 0.521 1.539
*
```



[5]
DFT (ωB97M-V/def2-TZVPD) results for a structure of composition C20H40AlNP3SSe in a non-equilibrium geometry.

Properties
HOMO-LUMO gap (spin up / spin down) = 3.97 / 3.97 eV

```
! wB97M-V def2-TZVPD RIJCOSX def2/J DEFGRID3
* xyz 3 1
Al -1.047 -0.519 0.246
P 1.402 -2.528 0.216
P 0.443 -0.236 2.488
P -0.502 -0.985 -2.103
H -2.761 5.330 0.449
C -3.383 4.639 -0.163
C -3.480 3.310 -0.005
H -3.032 2.696 0.747
C 3.152 -2.023 -0.066
C 1.674 -3.486 1.760
C 1.375 -3.958 -0.942
C -0.176 1.436 2.907
C 0.050 -1.109 4.062
C 2.232 0.045 2.868
C -1.400 0.397 -2.908
C -1.316 -2.420 -2.891
C 1.043 -0.939 -3.112
H -3.947 5.126 -1.002
H -4.216 2.872 -0.699
H 3.797 -2.913 -0.072
H 3.476 -1.344 0.730
H 3.225 -1.522 -1.038
H 2.370 -4.301 1.525
H 0.729 -3.914 2.112
H 2.116 -2.864 2.544
H 2.258 -4.580 -0.749
H 1.427 -3.618 -1.982
H 0.468 -4.557 -0.798
H 0.167 1.677 3.922
H -1.272 1.437 2.846
H 0.234 2.176 2.207
H 0.608 -0.604 4.866
H 0.382 -2.151 3.997
H -1.027 -1.074 4.272
H 2.273 0.426 3.899
H 2.676 0.792 2.191
H 2.807 -0.889 2.826
H -1.517 0.145 -3.974
H -0.820 1.323 -2.793
H -2.381 0.520 -2.426
H -1.665 -2.100 -3.881
H -2.173 -2.742 -2.294
H -0.610 -3.254 -2.987
H 0.744 -0.784 -4.161
H 1.610 -1.876 -3.055
H 1.664 -0.099 -2.775
C 1.364 3.166 -1.128
C 0.069 3.692 -0.900
C -0.289 4.908 -1.423
C 0.598 5.640 -2.223
C 1.817 5.078 -2.610
C 2.179 3.818 -2.095
Se 1.785 1.669 -0.096
H 0.284 1.180 0.012
H -0.650 3.112 -0.299
H -1.279 5.340 -1.221
H 0.348 6.644 -2.584
H 2.499 5.589 -3.288
H 3.083 3.299 -2.404
S -3.391 -2.920 2.959
C -2.618 -4.112 1.984
C -1.962 -3.505 0.928
N -1.981 -2.113 0.921
C -2.676 -1.670 2.031
H -2.629 -5.174 2.244
H -1.375 -3.990 0.153
H -2.851 -0.609 2.235
*
```



[6]
DFT (ωB97M-V/def2-TZVPD) results for a structure of composition C4H4BrCl2N2 in a non-equilibrium geometry.

Properties
expectation value of S² = 2.01
HOMO-LUMO gap (spin up / spin down) = 7.12 / 5.40 eV

```
! wB97M-V def2-TZVPD RIJCOSX def2/J DEFGRID3
* xyz 1 3
C 1.135 -0.078 1.298
C -0.613 -0.372 -0.168
C 1.101 1.110 0.357
C -1.741 -0.899 -1.010
N -0.108 -0.932 0.805
N 0.160 0.933 -0.554
Cl 2.161 2.372 0.487
Cl 1.101 0.275 3.061
Br 2.780 -1.012 0.970
H -1.383 -1.050 -2.018
H -2.482 -0.081 -1.142
H -2.227 -1.782 -0.704
H 0.114 1.517 -1.383
*
```



[7]
DFT (ωB97M-V/def2-TZVPD) results for a cluster of 4 separate species, C22H25NO12PS in total.

Properties
HOMO-LUMO gap = 6.93 eV

```
! wB97M-V def2-TZVPD RIJCOSX def2/J DEFGRID3
* xyz 1 1
C -4.477 -2.015 0.268
C -3.775 -0.725 0.680
C -2.752 -1.017 1.784
C -3.332 -0.983 3.203
S -1.336 0.157 1.690
P 0.338 -1.265 1.328
N -0.144 -2.712 1.436
H -4.750 -2.618 1.135
H -3.838 -2.613 -0.380
H -5.399 -1.802 -0.268
H -3.274 -0.309 -0.195
H -4.501 0.005 1.038
H -2.284 -1.988 1.606
H -4.415 -1.072 3.149
H -2.957 -1.813 3.800
H -3.093 -0.064 3.734
H -1.440 0.761 0.452
H 0.744 -0.830 0.065
H 1.271 -0.788 2.254
H 0.298 -3.214 2.205
C 0.688 2.808 0.164
C 1.709 3.690 0.104
C 2.124 4.339 -1.218
O 3.049 5.118 -1.140
C 1.408 3.986 -2.423
C 0.397 3.114 -2.347
C -0.018 2.487 -1.045
O -0.980 1.707 -1.097
O -0.315 2.737 -3.403
O 2.425 4.069 1.122
H 0.342 2.331 1.079
H 1.714 4.431 -3.359
H -1.000 2.109 -3.115
H 3.084 4.717 0.783
C 4.080 2.035 -6.545
C 4.180 1.180 -7.579
C 2.958 0.643 -8.312
O 3.186 -0.114 -9.236
C 1.645 1.049 -7.870
C 1.549 1.899 -6.836
C 2.772 2.454 -6.122
O 2.559 3.241 -5.210
O 0.401 2.326 -6.340
O 5.315 0.728 -8.062
H 4.943 2.427 -6.026
H 0.781 0.654 -8.385
H 0.611 2.913 -5.587
H 5.084 0.138 -8.811
C -0.995 -3.890 5.138
C -1.737 -3.619 6.228
C -1.179 -2.861 7.429
O -1.966 -2.663 8.334
C 0.201 -2.439 7.408
C 0.939 -2.719 6.323
C 0.369 -3.447 5.118
O 1.137 -3.600 4.173
O 2.211 -2.390 6.185
O -2.997 -3.958 6.370
H -1.382 -4.428 4.283
H 0.597 -1.918 8.268
H 2.502 -2.739 5.319
H -3.275 -3.639 7.256
*
```



[8]
DFT (ωB97M-V/def2-TZVPD) results for the molecule C14H11ClOS in a non-equilibrium geometry.

Properties
HOMO-LUMO gap = 8.09 eV
SMILES string = Cc1ccc2c(c1)Sc1cc(C)cc(Cl)c1O2

```
! wB97M-V def2-TZVPD RIJCOSX def2/J DEFGRID3
* xyz 0 1
Cl 1.777 -3.280 -1.306
O 1.318 -0.788 -0.080
S -1.085 1.153 -0.303
C 2.470 0.598 1.408
C 2.535 1.772 2.135
C -0.611 -2.915 -2.244
C 0.262 2.433 1.534
C -1.991 -1.126 -1.688
C 0.369 -2.379 -1.481
C 1.337 0.389 0.583
C 0.186 -1.191 -0.733
C 0.300 1.374 0.688
C -1.008 -0.462 -0.958
C 1.455 2.670 2.283
C -1.898 -2.330 -2.235
C 1.285 3.792 3.349
C -3.033 -2.974 -3.052
H 3.296 -0.106 1.371
H 3.249 1.991 2.850
H -0.360 -3.861 -2.811
H -0.713 2.984 1.638
H -2.936 -0.567 -1.903
H 0.273 3.779 3.858
H 1.985 3.658 4.129
H 1.451 4.712 2.750
H -2.800 -2.740 -4.040
H -3.986 -2.582 -2.747
H -3.127 -4.005 -2.994
*
```



[9]
DFT (ωB97M-V/def2-TZVPD) results for a structure of composition C30H45NO3P2STi in a non-equilibrium geometry.

Properties
HOMO-LUMO gap (spin up / spin down) = 4.77 / 4.75 eV

```
! wB97M-V def2-TZVPD RIJCOSX def2/J DEFGRID3
* xyz 2 1
Ti 0.257 -1.041 1.412
C -2.423 -1.508 2.517
C -1.995 -2.491 1.605
C -0.264 -2.136 3.116
C -1.340 -1.185 3.370
C -0.654 -2.903 1.956
C -3.829 -1.044 2.671
H -4.399 -1.167 1.742
H -3.888 0.013 2.952
H -4.372 -1.611 3.444
C -1.407 -0.236 4.509
H -2.447 -0.006 4.788
H -0.923 0.726 4.277
H -0.909 -0.639 5.404
C 1.064 -2.211 3.767
H 0.997 -2.116 4.858
H 1.720 -1.384 3.433
H 1.580 -3.145 3.522
C 0.129 -4.005 1.341
H 0.189 -4.812 2.085
H 1.162 -3.738 1.067
H -0.359 -4.397 0.441
C -2.880 -3.304 0.733
H -3.124 -4.256 1.238
H -2.401 -3.566 -0.221
H -3.842 -2.821 0.508
C -1.066 1.989 0.200
C -2.109 1.146 0.195
C -2.446 0.095 -0.834
C -1.357 -0.625 -1.654
C -0.111 -1.108 -1.016
C 1.026 -0.328 -0.750
C 1.207 1.142 -0.841
C -0.025 2.094 -0.861
H -3.115 0.569 -1.586
H -1.107 0.012 -2.524
H -3.021 -0.690 -0.303
H -0.501 2.087 -1.854
H -0.943 2.681 1.037
H -2.742 1.095 1.092
H 0.421 3.092 -0.706
H 1.862 1.490 -0.019
H 1.979 -0.877 -0.637
H 1.731 1.393 -1.780
H -1.858 -1.498 -2.102
H 0.078 -2.185 -1.198
P -0.868 0.876 -4.404
C -1.005 2.657 -4.865
C -2.017 0.354 -5.762
P 1.387 -0.999 -5.093
C 0.620 0.637 -5.451
C 0.771 -1.777 -6.686
C 2.929 -0.567 -6.060
H -0.131 3.209 -4.505
H -1.917 3.098 -4.447
H -1.034 2.709 -5.965
H -1.793 0.988 -6.630
H -3.053 0.530 -5.467
H -1.900 -0.693 -6.043
H 2.667 -0.294 -7.090
H 3.562 -1.457 -6.064
H 3.462 0.264 -5.600
H 1.323 1.462 -5.285
H 0.263 0.657 -6.496
H 1.310 -2.720 -6.803
H 1.017 -1.135 -7.540
H -0.296 -1.988 -6.709
O 2.202 4.828 2.619
S 2.957 3.596 2.645
O 4.335 3.619 2.249
N 2.116 2.366 1.911
C 1.680 1.464 2.769
O 0.996 0.425 2.361
C 2.054 1.709 4.181
C 1.863 0.986 5.373
C 2.426 1.464 6.554
C 3.180 2.645 6.579
C 3.386 3.357 5.395
C 2.815 2.865 4.231
H 1.283 0.063 5.356
H 2.290 0.923 7.489
H 3.608 3.019 7.506
H 3.969 4.266 5.354
*
```



| no. | total energy (eV) |
| --- | --- |
| 1 | -82410.181 |
| 2 | -191074.879 |
| 3 | -21796.278 |
| 4 | -12235.994 |
| 5 | -133495.870 |
| 6 | -102268.288 |
| 7 | -69394.593 |
| 8 | -40100.241 |
| 9 | -91982.046 |